#1
The following is a DFT calculation (wB97M-V/def2-TZVPD) of a structure of composition C3H7N2OP.

The calculation puts the frontier orbital gap at 8.046 eV. The calculation puts the lowest unoccupied orbital energy at 0.67 eV. The total charge is 0.

Last column: natural (NBO) charge in e.
Positions of all 14 atoms, in Å:
C (0.766, -2.095, -0.178)  0.245
C (1.275, -0.132, -1.106)  -0.781
C (-1.643, 0.682, -0.316)  -0.989
N (1.588, -1.495, -0.985)  -0.393
N (0.206, 1.276, 1.434)  -1.145
O (-0.196, -1.242, 0.475)  -0.781
P (0.119, 0.267, 0.017)  1.875
H (0.765, -3.163, 0.085)  0.198
H (2.101, 0.509, -1.399)  0.229
H (-1.903, 1.726, -0.314)  0.230
H (-2.166, 0.359, -1.146)  0.247
H (-1.938, 0.002, 0.483)  0.261
H (1.151, 1.113, 1.802)  0.404
H (-0.124, 2.195, 1.148)  0.401


#2
The following is a DFT calculation (wB97M-V/def2-TZVPD) of an isolated molecule of C3H7N2OP.

The calculation puts the frontier orbital gap at 9.434 eV. The calculation puts the lowest unoccupied orbital energy at 0.68 eV. The total charge is 0. The structure (SMILES) is O=C1CCN(P)N1.

Last column: natural (NBO) charge in e.
Positions of all 14 atoms, in Å:
O (2.629, -0.959, -0.381)  -0.607
C (1.525, -0.567, -0.094)  0.648
C (1.081, 0.878, -0.318)  -0.522
C (-0.297, 0.937, 0.389)  -0.245
N (-0.660, -0.422, 0.638)  -0.525
P (-1.904, -1.148, -0.367)  0.521
N (0.535, -1.212, 0.481)  -0.462
H (1.723, 1.516, 0.244)  0.244
H (1.063, 0.961, -1.442)  0.241
H (-0.105, 1.314, 1.409)  0.198
H (-1.277, 1.469, 0.021)  0.226
H (-1.832, 0.018, -1.433)  -0.062
H (-2.896, -0.605, 0.314)  -0.062
H (0.416, -2.180, 0.539)  0.409


Stability, highest: #1


#1
The following is a DFT calculation (wB97M-V/def2-TZVPD) of a cluster of 2 separate species, C4H8Cl2N in total.

The calculation puts the frontier orbital gap (spin up / spin down) at 6.911 / 9.716 eV. The calculation puts the lowest unoccupied orbital energy (spin up / spin down) at -5.16 / -4.00 eV. The total charge is +1.

Last column: natural (NBO) charge in e.
Positions of all 15 atoms, in Å:
C (2.417, 0.392, 1.404)  -0.439
C (1.778, -0.954, 1.004)  -0.322
C (1.084, 0.059, 1.881)  0.033
C (-1.953, 0.904, -0.899)  -0.153
N (-1.851, -0.401, -1.529)  -0.716
Cl (1.207, -1.330, -0.515)  0.008
Cl (-0.356, 0.842, 1.423)  0.062
H (3.182, 0.193, 2.086)  0.257
H (2.476, 1.097, 0.624)  0.238
H (2.241, -1.770, 1.470)  0.247
H (-1.823, 1.844, -1.426)  0.220
H (-2.893, 0.974, -0.337)  0.194
H (-2.752, -0.486, -2.058)  0.460
H (-1.586, -1.035, -0.845)  0.463
H (-1.171, -0.331, -2.283)  0.449


#2
The following is a DFT calculation (wB97M-V/def2-TZVPD) of the ion C4H8Cl2N with charge +1.

The calculation puts the frontier orbital gap at 10.120 eV. The calculation puts the lowest unoccupied orbital energy at -3.57 eV. The total charge is +1. The structure (SMILES) is C[C@@H]([NH3+])C=C(Cl)Cl.

Last column: natural (NBO) charge in e.
Positions of all 15 atoms, in Å:
C (-0.434, 0.987, -1.481)  -0.669
C (0.050, 0.607, -0.099)  -0.066
N (-0.986, 0.571, 0.993)  -0.683
C (0.732, -1.005, -0.223)  -0.241
C (1.094, -1.788, 0.794)  -0.127
Cl (1.803, -3.250, 0.497)  0.167
Cl (1.028, -1.208, 2.464)  0.033
H (-0.660, 2.028, -1.575)  0.244
H (0.441, 0.790, -2.109)  0.256
H (-1.380, 0.595, -1.886)  0.247
H (0.964, 1.231, 0.287)  0.255
H (-0.747, -0.139, 1.647)  0.447
H (-1.897, 0.250, 0.564)  0.450
H (-0.958, 1.440, 1.408)  0.438
H (0.950, -1.111, -1.281)  0.248


Stability, highest: #2


#1
The following is a DFT calculation (wB97M-V/def2-TZVPD) of a cluster of 2 separate species, C5H14NO2 in total.

The calculation puts the frontier orbital gap at 11.829 eV. The calculation puts the lowest unoccupied orbital energy at -2.91 eV. The total charge is +1.

Last column: natural (NBO) charge in e.
Positions of all 22 atoms, in Å:
O (-1.998, -1.090, 0.924)  -0.764
C (-0.997, -2.010, 0.530)  -0.062
C (0.140, -0.952, 0.066)  -0.043
N (-0.660, 0.339, -0.338)  -0.530
C (0.260, 1.266, -1.304)  -0.206
C (1.577, 0.568, -1.302)  -0.434
C (1.385, -0.994, -0.893)  -0.389
H (-2.872, -1.522, 1.113)  0.509
H (-0.681, -2.772, 1.256)  0.214
H (-1.449, -2.527, -0.357)  0.178
H (0.583, -0.719, 1.018)  0.214
H (-1.577, 0.199, -0.761)  0.440
H (-0.990, 0.902, 0.443)  0.451
H (0.246, 2.255, -0.845)  0.246
H (-0.132, 1.301, -2.339)  0.232
H (2.275, 1.003, -0.674)  0.231
H (2.148, 0.593, -2.281)  0.252
H (1.153, -1.607, -1.775)  0.221
H (2.148, -1.426, -0.349)  0.237
H (-0.227, 2.836, 1.787)  0.511
H (1.248, 2.133, 2.373)  0.522
O (0.568, 2.304, 1.723)  -1.027


#2
The following is a DFT calculation (wB97M-V/def2-TZVPD) of a cluster of 2 separate species, C5H14NO2 in total.

The calculation puts the frontier orbital gap (spin up / spin down) at 10.686 / 5.347 eV. The calculation puts the lowest unoccupied orbital energy (spin up / spin down) at -3.16 / -5.02 eV. The total charge is +1.

Last column: natural (NBO) charge in e.
Positions of all 22 atoms, in Å:
C (-1.848, -0.771, -2.598)  -0.599
C (2.724, 1.968, 1.834)  -0.718
C (-0.041, -0.680, -0.640)  0.048
C (-1.377, -0.166, -1.203)  0.007
C (2.168, 0.654, 1.591)  0.151
N (-0.138, -1.739, 0.425)  -0.734
O (-2.394, -0.519, -0.215)  -0.726
O (1.248, 0.237, 2.460)  -0.719
H (-2.697, -0.367, -2.942)  0.234
H (-1.868, -1.938, -2.296)  0.185
H (-1.080, -0.709, -3.351)  0.240
H (3.353, 1.979, 2.660)  0.235
H (3.499, 2.157, 1.015)  0.246
H (1.941, 2.712, 2.021)  0.219
H (0.706, -0.771, -1.329)  0.187
H (-1.266, 1.012, -1.312)  0.232
H (2.111, 0.236, 0.667)  0.134
H (0.373, -1.381, 1.165)  0.467
H (-0.041, -2.645, 0.025)  0.452
H (-1.053, -1.494, 0.782)  0.466
H (-2.967, -1.106, -0.683)  0.487
H (1.016, 0.820, 3.183)  0.506


#3
The following is a DFT calculation (wB97M-V/def2-TZVPD) of a cluster of 2 separate species, C5H14NO2 in total.

The calculation puts the frontier orbital gap at 11.540 eV. The calculation puts the lowest unoccupied orbital energy at -2.91 eV. The total charge is +1.

Last column: natural (NBO) charge in e.
Positions of all 22 atoms, in Å:
C (0.028, 0.130, 2.329)  -0.626
C (-0.035, 0.033, 0.830)  -0.032
C (-1.366, 0.491, 0.265)  -0.421
C (-1.710, 0.095, -1.202)  -0.533
C (-0.991, 0.866, -2.274)  0.488
O (0.029, 1.476, -2.096)  -0.557
N (1.066, 0.880, 0.185)  -0.694
H (1.041, 0.219, 2.688)  0.226
H (-0.552, -0.644, 2.737)  0.248
H (-0.488, 1.020, 2.661)  0.226
H (0.234, -0.956, 0.500)  0.214
H (-1.400, 1.545, 0.423)  0.219
H (-2.156, 0.039, 0.866)  0.248
H (-2.798, 0.181, -1.360)  0.259
H (-1.457, -0.966, -1.248)  0.255
H (-1.491, 0.823, -3.240)  0.152
H (1.714, 0.267, -0.267)  0.444
H (1.517, 1.480, 0.851)  0.429
H (0.674, 1.380, -0.589)  0.453
H (2.944, -3.042, -1.380)  0.488
H (2.547, -2.937, 0.061)  0.476
O (2.651, -2.381, -0.740)  -0.962


Stability, highest: #3


#1
The following is a DFT calculation (wB97M-V/def2-TZVPD) of a cluster of 2 separate species, C5H14NO2 in total.

The calculation puts the frontier orbital gap at 10.261 eV. The calculation puts the lowest unoccupied orbital energy at -3.02 eV. The total charge is +1.

Last column: natural (NBO) charge in e.
Positions of all 22 atoms, in Å:
C (-1.781, 0.522, -0.890)  -0.114
O (-2.587, 1.556, -0.368)  -0.723
C (-0.697, 0.075, 0.074)  -0.007
C (0.318, -0.957, -0.478)  -0.473
C (0.888, -1.623, 0.733)  -0.221
C (0.505, -2.821, 1.175)  -0.351
N (0.173, 1.422, 0.265)  -0.729
H (-2.427, -0.327, -1.188)  0.213
H (-1.455, 0.953, -1.865)  0.209
H (-3.228, 1.245, 0.288)  0.489
H (-1.058, -0.127, 1.034)  0.230
H (1.078, -0.601, -1.190)  0.224
H (-0.222, -1.739, -1.028)  0.242
H (1.590, -1.008, 1.351)  0.205
H (0.010, -3.518, 0.508)  0.201
H (0.643, -3.162, 2.205)  0.223
H (0.331, 1.566, 1.266)  0.443
H (1.023, 1.551, -0.267)  0.464
H (-0.326, 2.165, -0.254)  0.445
H (3.043, 0.324, -0.949)  0.497
H (3.555, 1.498, -0.140)  0.509
O (2.723, 0.972, -0.304)  -0.978


#2
The following is a DFT calculation (wB97M-V/def2-TZVPD) of a cluster of 2 separate species, C5H14NO2 in total.

The calculation puts the frontier orbital gap at 7.676 eV. The calculation puts the lowest unoccupied orbital energy at -3.52 eV. The total charge is +1.

Last column: natural (NBO) charge in e.
Positions of all 22 atoms, in Å:
C (-0.235, -2.211, -1.794)  -0.735
C (1.175, -0.010, 0.971)  -0.411
C (0.415, 2.364, 1.174)  -0.423
C (-0.456, 0.841, -0.511)  -0.627
C (-1.280, -1.721, -0.901)  0.864
N (0.106, 0.967, 0.854)  -0.358
O (-2.485, -1.212, -1.270)  -0.663
O (-1.312, -2.191, 0.349)  -0.659
H (0.662, -1.745, -1.784)  0.270
H (-0.014, -3.200, -1.355)  0.268
H (-0.522, -2.279, -2.800)  0.262
H (1.715, -0.042, 0.017)  0.216
H (1.824, 0.179, 1.695)  0.214
H (0.974, -1.021, 1.104)  0.236
H (1.261, 2.499, 1.841)  0.229
H (0.673, 2.633, 0.161)  0.232
H (-0.540, 2.905, 1.519)  0.240
H (-1.230, 1.485, -0.724)  0.180
H (0.306, 0.953, -1.229)  0.171
H (-0.598, 0.592, 1.457)  0.419
H (-2.441, -0.589, -2.092)  0.535
H (-2.268, -2.159, 0.781)  0.538


Stability, highest: #1